No. 1
7
Properties=species:S:1:pos:R:3:forces:R:3:nbo_charge:R:1 method="wB97M-V/def2-TZVPD" e_tot_ev=-19970.0789 homo_energy_ha="-0.107 / -0.130" lumo_ev="2.47 / 2.67" fmax_ev_per_a=3.77 gap_ev="5.367 / 6.194" charge=-1
N 3.2637 0.1637 -0.5092 1.32 -1.92 -1.50 -0.168
N 2.5959 0.7946 0.0962 0.60 -0.31 -0.62 0.480
O 2.0103 1.5400 0.7244 -2.06 2.28 2.18 -0.315
O -4.2782 -0.6806 1.0381 1.80 -0.52 -2.07 -0.767
O -0.1570 -0.0906 -0.2714 -0.37 -0.29 -0.17 -1.226
S -3.2589 -0.9692 -0.1057 -1.27 0.67 2.08 0.607
H -0.1757 -0.7579 -0.9725 -0.01 0.08 0.11 0.389

---

No. 2
7
Properties=species:S:1:pos:R:3:forces:R:3:nbo_charge:R:1 method="wB97M-V/def2-TZVPD" e_tot_ev=-19973.0444 homo_energy_ha=-0.149 lumo_ev=3.91 fmax_ev_per_a=3.98 gap_ev=7.954 charge=-1
N 1.2500 1.1143 0.4161 0.14 1.20 0.51 0.133
N 1.9305 0.1740 0.0457 0.17 -3.60 -1.69 -0.485
O -1.1540 -1.2345 0.9252 0.34 0.59 -1.00 -0.968
O -0.0269 1.1820 0.2704 -1.48 -0.65 -0.44 -0.577
O -2.3261 0.0190 -0.8227 0.76 0.23 0.22 -0.963
S -1.0474 -0.5409 -0.3745 -0.95 -0.59 0.87 1.610
H 1.3739 -0.7140 -0.4602 1.02 2.81 1.53 0.251